A 2-piece molecular cluster, C31H27BF6O4S overall, computed with the ωB97M-V functional and the def2-TZVPD basis.

The geometry in XYZ format:
```
70
C31H27BF6O4S (the ωB97M-V functional and the def2-TZVPD basis)
C -2.939 4.543 -2.701
O -2.900 3.109 -2.892
C -1.804 2.402 -2.514
C -1.717 1.053 -2.928
C -0.623 0.287 -2.580
C 0.246 0.712 -1.563
C 1.358 -0.165 -1.057
B 2.761 0.393 -1.995
O 3.586 -0.653 -2.381
C 4.448 -0.120 -3.427
C 4.013 1.341 -3.618
O 2.989 1.593 -2.591
C 1.874 0.102 0.353
C 3.236 0.384 0.638
C 3.729 0.447 1.928
C 2.813 0.313 2.981
C 1.433 0.054 2.752
C 0.980 0.023 1.435
C 0.762 -0.011 4.095
C 1.841 0.566 5.026
O 3.119 0.583 4.282
C 0.149 2.048 -1.146
C -0.799 2.917 -1.667
H -3.869 4.851 -3.185
H -2.969 4.787 -1.631
H -2.077 5.037 -3.178
H -2.519 0.652 -3.540
H -0.456 -0.667 -3.079
H 1.237 -1.232 -1.255
H 5.492 -0.197 -3.090
H 4.322 -0.712 -4.344
H 4.848 2.035 -3.472
H 3.561 1.512 -4.606
H 3.955 0.564 -0.169
H 4.789 0.610 2.130
H -0.087 -0.062 1.216
H -0.190 0.532 4.155
H 0.530 -1.055 4.393
H 1.978 -0.026 5.936
H 1.608 1.600 5.314
H 0.855 2.419 -0.403
H -0.795 3.974 -1.386
C 2.490 -4.205 -0.726
C 1.126 -3.654 -0.641
C 0.220 -3.514 -1.685
C -0.958 -2.832 -1.289
C -0.899 -2.360 0.021
C -1.981 -1.709 0.735
C -2.017 -1.667 2.151
C -2.933 -0.846 2.798
C -2.949 -0.736 4.305
F -4.213 -0.858 4.816
F -2.168 -1.679 4.918
F -2.480 0.497 4.716
C -3.844 -0.074 2.072
C -3.860 -0.176 0.685
C -4.762 0.716 -0.137
F -4.224 1.978 -0.265
F -4.949 0.249 -1.411
F -5.995 0.860 0.430
C -3.001 -1.038 0.025
S 0.471 -3.075 0.848
H 2.617 -4.613 -1.732
H 3.240 -3.419 -0.566
H 2.656 -4.984 0.028
H 0.431 -3.877 -2.687
H -1.834 -2.685 -1.910
H -1.343 -2.295 2.738
H -4.525 0.600 2.577
H -3.083 -1.147 -1.047
```

**Gap between HOMO and LUMO**: 0.26993 Eh
**Molecular weight**: 620.42 g/mol
**Charge**: 0
**HOMO**: -7.5 eV
**ΔE to the lowest compared entry with this formula, charge and spin**: 11.39 kJ/mol
**SMILES**: COc1ccc([C@@H](B2OCCO2)c2ccc3c(c2)CCO3)cc1.Cc1ccc(-c2cc(C(F)(F)F)cc(C(F)(F)F)c2)s1